DFT (ωB97M-V/def2-TZVPD) results for a cluster of 6 separate species, C31H61N2O16S in total in a non-equilibrium geometry.

Bonds (Å) are listed after each position.
Cartesian coordinates (Å):
1 S 3.15 0.56 -1.29  C46 1.848, H64 1.339
2 O -3.18 0.74 -0.14  C35 1.203
3 O -8.96 -0.72 1.42  C21 1.334, C47 1.428
4 O 7.72 -0.11 -2.75  C24 1.332, C34 1.431
5 O 1.41 -4.24 4.73  C43 1.203
6 O -3.14 1.38 -2.30  C35 1.332, C40 1.429
7 O 1.53 -0.65 -6.02  C23 1.329, C39 1.439
8 O -5.05 1.05 -1.37  C35 1.331, C48 1.437
9 O 9.01 -1.82 -2.52  C24 1.329, C32 1.437
10 O 1.99 1.77 3.81  N19 1.278
11 O 0.36 -4.17 2.73  C22 1.436, C43 1.331
12 O 6.78 -2.15 -2.60  C24 1.204
13 O -0.51 -0.25 -6.60  C23 1.331, C49 1.431
14 O -9.67 0.00 3.32  C21 1.329, C30 1.437
15 O -0.03 -0.45 -4.40  C23 1.205
16 O 1.61 -2.51 3.29  C31 1.430, C43 1.331
17 O -10.96 0.32 1.49  C21 1.202
18 N 1.76 5.32 -0.72  C28 1.266, H98 1.021
19 N 2.17 1.70 2.55  O10 1.278, C33 1.478, C38 1.487
20 C 4.55 1.24 2.50  C38 1.551, H53 1.084, H71 1.088, H84 1.090
21 C -9.97 -0.09 2.02  O3 1.334, O14 1.329, O17 1.202
22 C -0.26 -5.44 3.01  O11 1.436, C41 1.513, H60 1.088, H90 1.090
23 C 0.29 -0.46 -5.56  O7 1.329, O13 1.331, O15 1.205
24 C 7.74 -1.43 -2.62  O4 1.332, O9 1.329, O12 1.204
25 C 1.16 1.59 0.31  C33 1.530, C46 1.547, H58 1.087, H83 1.088
26 C 2.25 3.03 -1.52  C28 1.505, C46 1.548, H86 1.092, H101 1.091
27 C -11.83 -0.31 4.43  C30 1.513, H63 1.090, H69 1.091, H109 1.089
28 C 1.37 4.19 -1.14  N18 1.266, C26 1.505, H51 1.089
29 C -5.94 1.88 0.75  C48 1.513, H70 1.091, H81 1.089, H106 1.090
30 C -10.68 0.63 4.13  O14 1.437, C27 1.513, H95 1.088, H104 1.090
31 C 2.44 -1.85 4.24  O16 1.430, H67 1.088, H73 1.085, H74 1.089
32 C 9.22 -3.24 -2.40  O9 1.437, C50 1.513, H80 1.090, H91 1.088
33 C 0.95 1.99 1.77  N19 1.478, C25 1.530, C42 1.551, C44 1.534
34 C 6.41 0.43 -2.93  O4 1.431, H61 1.086, H89 1.086, H108 1.090
35 C -3.74 1.03 -1.17  O2 1.203, O6 1.332, O8 1.331
36 C 3.79 3.58 2.86  C38 1.535, H56 1.087, H77 1.091, H93 1.084
37 C 3.56 2.57 0.59  C38 1.547, C46 1.545, H52 1.088, H94 1.088
38 C 3.47 2.28 2.11  N19 1.487, C20 1.551, C36 1.535, C37 1.547
39 C 2.49 -0.97 -5.00  O7 1.439, C45 1.512, H65 1.088, H66 1.088
40 C -1.71 1.44 -2.22  O6 1.429, H75 1.091, H85 1.087, H99 1.085
41 C -1.43 -5.29 3.96  C22 1.513, H55 1.090, H57 1.091, H76 1.089
42 C -0.17 1.05 2.30  C33 1.551, H79 1.084, H103 1.089, H110 1.088
43 C 1.15 -3.70 3.69  O5 1.203, O11 1.331, O16 1.331
44 C 0.49 3.44 1.96  C33 1.534, H62 1.085, H87 1.090, H100 1.087
45 C 2.43 -2.43 -4.60  C39 1.512, H72 1.091, H102 1.089, H105 1.090
46 C 2.48 2.01 -0.37  S1 1.848, C25 1.547, C26 1.548, C37 1.545
47 C -9.16 -0.93 0.02  O3 1.428, H59 1.086, H96 1.089, H107 1.088
48 C -5.85 0.73 -0.22  O8 1.437, C29 1.513, H82 1.090, H92 1.086
49 C -1.89 -0.07 -6.25  O13 1.431, H54 1.085, H88 1.089, H97 1.088
50 C 9.08 -3.94 -3.74  C32 1.513, H68 1.090, H78 1.089, H111 1.091
51 H 0.29 4.06 -1.24  C28 1.089
52 H 4.51 2.17 0.25  C37 1.088
53 H 5.50 1.73 2.70  C20 1.084
54 H -2.40 0.21 -7.17  C49 1.085
55 H -1.93 -6.26 4.08  C41 1.090
56 H 3.17 4.41 2.54  C36 1.087
57 H -2.15 -4.58 3.56  C41 1.091
58 H 0.30 1.94 -0.26  C25 1.087
59 H -8.22 -1.33 -0.37  C47 1.086
60 H -0.59 -5.81 2.04  C22 1.088
61 H 6.51 1.52 -2.90  C34 1.086
62 H 1.28 4.17 1.88  C44 1.085
63 H -12.53 0.17 5.12  C27 1.090
64 H 3.99 -0.01 -0.43  S1 1.339
65 H 2.34 -0.32 -4.14  C39 1.088
66 H 3.46 -0.75 -5.44  C39 1.088
67 H 3.27 -2.48 4.56  C31 1.088
68 H 9.33 -4.99 -3.63  C50 1.090
69 H -11.47 -1.23 4.88  C27 1.091
70 H -6.31 2.78 0.24  C29 1.091
71 H 4.22 0.71 3.39  C20 1.088
72 H 2.55 -3.07 -5.48  C45 1.091
73 H 2.83 -0.96 3.75  C31 1.085
74 H 1.85 -1.54 5.11  C31 1.089
75 H -1.41 2.25 -1.56  C40 1.091
76 H -1.11 -4.95 4.93  C41 1.089
77 H 4.82 3.84 2.61  C36 1.091
78 H 8.06 -3.86 -4.12  C50 1.089
79 H -0.83 1.56 3.00  C42 1.084
80 H 8.53 -3.64 -1.66  C32 1.090
81 H -4.97 2.11 1.18  C29 1.089
82 H -5.47 -0.17 0.26  C48 1.090
83 H 1.13 0.51 0.28  C25 1.088
84 H 4.66 0.49 1.72  C20 1.090
85 H -1.31 0.49 -1.86  C40 1.087
86 H 1.83 2.50 -2.37  C26 1.092
87 H -0.25 3.67 1.19  C44 1.090
88 H -2.30 -1.00 -5.87  C49 1.089
89 H 5.74 0.11 -2.13  C34 1.086
90 H 0.49 -6.13 3.40  C22 1.090
91 H 10.23 -3.34 -2.03  C32 1.088
92 H -6.84 0.50 -0.62  C48 1.086
93 H 3.75 3.43 3.93  C36 1.084
94 H 3.63 3.64 0.46  C37 1.088
95 H -10.16 0.89 5.05  C30 1.088
96 H -9.96 -1.65 -0.16  C47 1.089
97 H -2.01 0.72 -5.51  C49 1.088
98 H 2.78 5.36 -0.70  N18 1.021
99 H -1.34 1.62 -3.22  C40 1.085
100 H -0.01 3.55 2.92  C44 1.087
101 H 3.21 3.44 -1.83  C26 1.091
102 H 1.47 -2.67 -4.14  C45 1.089
103 H 0.28 0.20 2.81  C42 1.089
104 H -11.01 1.54 3.65  C30 1.090
105 H 3.22 -2.65 -3.89  C45 1.090
106 H -6.63 1.63 1.56  C29 1.090
107 H -9.39 0.01 -0.49  C47 1.088
108 H 6.00 0.13 -3.89  C34 1.090
109 H -12.37 -0.56 3.52  C27 1.089
110 H -0.75 0.65 1.48  C42 1.088
111 H 9.75 -3.49 -4.47  C50 1.091

Its expectation value of S² is 0.75. Its electronic energy is -79710.601 eV. The multiplicity is 2. As for the highest occupied orbital energy (alpha / beta): -8.45 / -9.36 eV.